C22H7F15GeN2O2PdSSe | ωB97M-V/def2-TZVPD

Geometry as XYZ:
```
52
Properties=species:S:1:pos:R:3
Pd 1.23 -0.85 0.66
Se 3.02 -0.89 2.26
Ge -0.92 0.58 0.93
S -0.71 -0.98 2.35
F -2.18 3.39 0.02
F -4.53 3.98 -1.09
F -0.41 -2.06 -3.68
F 2.11 2.14 0.81
F -6.01 -0.40 -0.35
F 1.39 5.29 4.14
F -1.08 -1.80 -1.12
F 0.26 2.73 -1.27
F -1.16 4.43 4.47
F 2.98 4.13 2.30
F 0.67 0.03 -5.02
F -6.46 2.09 -1.28
F -2.10 2.41 2.98
F 0.96 2.42 -3.79
F -3.66 -1.04 0.74
O 0.39 -4.30 1.60
O 2.87 -0.78 -1.65
N 2.43 -1.58 -0.73
N 0.96 -3.43 0.67
C 0.36 0.15 -3.73
C 1.24 2.64 1.67
C 1.73 3.68 2.45
C 0.92 4.28 3.39
C -3.08 2.41 -0.05
C -2.80 1.15 0.45
C -0.24 0.42 -0.99
C -0.37 3.84 3.56
C -4.30 2.74 -0.63
C 2.71 -2.86 -0.78
C -0.17 -0.90 -3.04
C -0.83 2.80 2.77
C -3.82 0.22 0.32
C -0.07 2.19 1.80
C 0.20 1.49 -1.76
C 0.52 1.36 -3.09
C -0.47 -0.76 -1.70
C 3.67 -3.37 -1.81
C -5.28 1.79 -0.73
C 2.07 -3.79 0.17
C -5.05 0.52 -0.25
C 2.76 -5.09 0.50
H 3.00 -5.65 -0.41
H 3.69 -4.88 1.03
H -0.28 -3.70 1.97
H 4.57 -3.78 -1.33
H 2.12 -5.70 1.13
H 3.22 -4.16 -2.43
H 3.95 -2.54 -2.44
```

Its total charge is -2. Its energy relative to the best compared isomer or geometry (same formula, charge and spin) is 0.977 eV. The LUMO energy is 4.101 eV.

C22H88N22O22 | ωB97M-V/def2-TZVPD

Geometry as XYZ:
```
154
Properties=species:S:1:pos:R:3
O -3.61 4.68 1.88
O -2.71 2.15 5.52
O 0.55 -3.22 -6.24
O 0.75 0.39 -0.29
O -3.76 0.88 -0.80
O -5.27 -1.97 5.71
O -6.06 -4.49 1.74
O 2.55 2.66 -3.23
O -2.69 -3.55 -1.50
O 2.88 -1.79 -5.14
O 3.41 4.16 1.28
O -2.33 4.33 -2.58
O -1.94 -1.37 2.76
O 3.40 -3.85 2.98
O 1.24 -1.95 -1.63
O 6.48 0.15 -1.19
O -1.21 5.93 0.93
O 4.30 0.58 1.76
O 0.48 -0.16 3.83
O -4.80 2.81 -2.49
O -3.29 1.07 -4.41
O 4.57 -2.27 0.11
N -3.78 0.27 6.49
N 1.30 0.79 -3.16
N 3.52 -3.90 -5.16
N 2.55 1.28 -5.03
N -5.06 -4.17 5.91
N 5.77 -3.37 1.71
N 1.83 1.61 3.26
N 2.78 2.52 -0.26
N -3.70 -2.91 4.47
N 5.51 1.60 -2.70
N 0.15 -3.88 -1.35
N 4.44 -0.30 -2.08
N -0.44 3.48 -3.50
N -0.44 4.28 -1.39
N 2.54 -1.88 2.16
N -0.29 2.00 3.94
N 6.77 -2.57 -0.23
N 4.88 -2.32 -4.32
N 2.61 4.59 -0.90
N 2.43 -3.85 -1.13
N 2.11 -2.58 4.21
N -4.06 0.71 4.33
C 0.67 1.09 3.73
C -3.75 1.12 0.61
C -2.10 0.38 -3.96
C -1.16 4.00 -2.50
C 2.99 3.78 0.18
C -0.50 0.98 0.11
C 5.64 -2.70 0.55
C 5.49 0.47 -1.88
C 3.71 -2.64 -4.89
C -6.03 3.51 -2.75
C 1.26 -3.12 -1.29
C -0.51 5.07 1.83
C -3.46 1.11 5.43
C 5.70 1.07 1.91
C -3.51 4.23 3.20
C -5.15 -4.25 0.66
C 2.12 1.65 -3.78
C 2.68 -2.85 3.05
C -0.55 -3.05 -5.44
C -4.70 -2.99 5.35
C -2.86 -2.15 -1.82
C -1.54 -2.27 1.77
H -6.73 2.67 -2.95
H -1.13 -3.28 2.14
H -3.63 -1.65 -1.19
H -0.93 3.48 -4.35
H 2.62 2.28 -1.23
H -4.74 1.45 1.01
H -2.10 -0.60 -4.43
H -2.46 -2.52 1.17
H 2.33 -3.32 4.84
H 6.81 -1.63 -0.63
H -3.80 3.19 3.25
H 1.65 -1.74 4.50
H 1.02 -2.39 -6.29
H 0.55 3.30 -3.42
H -4.07 1.63 -1.33
H 3.08 1.83 0.39
H 3.14 -3.27 -0.70
H -4.13 -4.43 0.97
H 1.76 -1.24 2.17
H -1.04 1.81 4.56
H -1.21 -2.21 -5.73
H -3.32 -2.06 4.00
H -4.10 4.84 3.85
H 2.44 -4.77 -0.78
H -3.55 0.64 7.40
H 4.89 -3.48 2.17
H -6.04 4.26 -3.60
H 6.04 1.49 0.97
H 2.63 -4.23 -5.41
H -5.21 -3.25 0.24
H -0.04 3.02 3.85
H 2.83 4.16 -1.79
H -3.30 -3.77 4.09
H 3.10 -2.01 1.29
H 0.58 -0.46 -0.76
H -3.69 1.17 3.49
H -3.71 1.62 -3.74
H 3.74 0.11 -2.67
H 0.55 5.21 1.60
H 6.32 0.17 2.20
H 4.55 1.90 -2.86
H -0.72 4.00 1.66
H 7.61 -2.88 0.24
H -2.82 -4.08 -2.31
H -0.26 -2.87 -4.43
H -3.02 1.87 1.01
H 2.64 0.29 -5.22
H 0.16 -4.64 -0.67
H 1.17 -0.16 -3.45
H 1.93 2.61 3.17
H 6.10 2.38 -2.42
H -2.15 0.21 -2.88
H 1.28 0.86 -2.13
H -0.78 -1.84 1.13
H 4.37 -0.31 1.46
H -4.23 -0.57 6.26
H -4.00 3.37 -2.60
H 2.58 1.01 2.90
H 4.98 -1.39 -4.04
H -1.16 -3.93 -5.39
H -0.35 2.04 0.31
H -0.83 5.04 -0.85
H -1.32 0.82 -0.59
H -0.67 5.41 2.87
H -4.79 0.04 4.35
H -3.44 0.18 1.06
H 0.59 4.34 -1.53
H -3.20 -2.09 -2.83
H -5.39 -4.97 -0.12
H -1.17 -1.00 3.21
H -0.81 0.46 1.00
H 2.93 5.57 -0.83
H -6.00 -3.75 2.37
H -2.15 5.64 0.90
H -2.45 4.23 3.47
H 4.29 -4.53 -5.06
H 4.26 -1.00 -1.37
H -1.23 0.93 -4.29
H -4.40 -4.97 5.99
H 3.24 1.91 -5.35
H 6.62 -3.76 2.03
H -6.25 4.05 -1.82
H 5.37 -3.01 -3.78
H -0.65 -3.23 -1.27
H -4.52 4.53 1.52
H 5.72 1.89 2.69
H -1.90 -1.64 -1.64
H -5.73 -4.01 6.63
```

The LUMO energy is 0.268 eV.

no.,orbital gap (eV),molecular weight (g mol⁻¹)
1,4.419,906.3
2,9.786,1013.1